1.
The following is a DFT calculation (ωB97M-V/def2-TZVPD) of the molecule C17H22N2S.

Computed properties:
ΔE to the lowest compared entry with this formula, charge and spin	60.0	kcal per mole
SMILES string	CSC[C@@H]1C=C2c3cccc4c3[C@@H](CN4)C[C@H]2N(C)C1
Kohn-Sham gap	8.16	eV
total energy	-1168.57699	Ha

Each line ends with the Löwdin charge.
CARTESIAN COORDINATES (ANGSTROEM)
C  -1.4076  -5.6288  0.6415  -0.376
S  0.1292  -4.5900  0.2262  0.766
C  -0.4979  -2.8612  0.5537  -0.456
C  0.5967  -1.7770  0.3315  -0.381
C  0.1694  -0.6022  1.1188  0.036
C  0.3825  0.7551  0.7279  -0.070
C  -0.0084  1.9332  1.4635  -0.137
C  -0.7716  1.9539  2.6283  -0.011
C  -1.3900  3.1870  3.1532  -0.047
C  -0.9637  4.4267  2.6227  -0.021
C  -0.0615  4.4344  1.5084  -0.213
C  0.2610  3.1892  0.9377  -0.110
C  1.1189  3.3954  -0.2380  -0.251
C  1.8232  4.6477  0.2904  -0.131
N  0.7483  5.4324  0.9776  0.027
C  1.8920  2.1176  -0.5805  -0.123
C  0.9953  0.9587  -0.6135  -0.320
N  1.7369  -0.2135  -1.0130  -0.149
C  3.2258  -0.4424  -0.7287  -0.034
C  0.8379  -1.3703  -1.1252  -0.134
H  -1.0585  -6.5324  0.2365  -0.022
H  -2.2478  -5.3709  0.0816  -0.001
H  -1.7154  -5.8671  1.7223  0.070
H  -1.2859  -2.6623  -0.1912  0.083
H  -0.8978  -2.9405  1.5694  0.069
H  1.5474  -2.2430  0.7567  0.145
H  -0.4325  -0.7496  2.0355  0.109
H  -1.0801  1.0787  3.1443  0.079
H  -2.1568  3.1763  3.8838  0.078
H  -1.4050  5.3046  3.0601  0.089
H  0.6447  3.6015  -1.1625  0.139
H  2.2124  5.2587  -0.5958  0.137
H  2.6180  4.3772  0.9772  0.119
H  1.0489  6.1499  1.6768  0.149
H  2.3799  2.2940  -1.5868  0.142
H  2.8599  2.0294  0.1199  0.167
H  0.2633  1.1434  -1.3291  0.146
H  3.6902  -1.3147  -1.1714  0.076
H  3.3173  -0.6462  0.3664  0.085
H  3.8686  0.3866  -0.9432  0.054
H  1.3343  -2.0679  -1.6932  0.092
H  -0.0962  -1.1262  -1.6147  0.131



2.
The following is a DFT calculation (ωB97M-V/def2-TZVPD) of the molecule C17H22O2.

Computed properties:
ΔE to the lowest compared entry with this formula, charge and spin	14.5	kcal per mole
SMILES string	CCc1ccc(C(=O)CC[C@@H]2CCCCC2=O)cc1
Kohn-Sham gap	9.36	eV
total energy	-811.48060	Ha

Each line ends with the Löwdin charge.
CARTESIAN COORDINATES (ANGSTROEM)
C  6.7050  0.2269  -0.4307  -0.092
C  5.8575  -0.0530  0.8128  -0.213
C  4.4000  -0.0454  0.4590  -0.242
C  3.6689  1.1375  0.4909  -0.030
C  2.3375  1.1654  0.1264  -0.020
C  1.6986  -0.0019  -0.2913  -0.152
C  0.2784  -0.0605  -0.7113  -0.356
O  -0.1845  -1.0577  -1.2241  0.081
C  -0.5553  1.1885  -0.4835  -0.109
C  -2.0441  0.9744  -0.7724  -0.139
C  -2.8768  0.7552  0.5045  -0.234
C  -2.4908  -0.5264  1.2688  -0.141
C  -3.5910  -1.5838  1.2246  -0.190
C  -4.0745  -1.7396  -0.2118  -0.186
C  -4.8390  -0.4789  -0.6132  -0.110
C  -4.3312  0.7670  0.0728  -0.393
O  -5.0282  1.7408  0.2248  0.096
C  2.4355  -1.1873  -0.3298  -0.003
C  3.7632  -1.2089  0.0414  -0.024
H  7.7626  0.2187  -0.1784  0.069
H  6.4547  1.1993  -0.8490  0.075
H  6.5227  -0.5292  -1.1910  0.075
H  6.0613  0.7105  1.5662  0.110
H  6.1342  -1.0252  1.2250  0.110
H  4.1530  2.0500  0.8090  0.116
H  1.8068  2.1041  0.1591  0.108
H  -0.4060  1.5353  0.5399  0.126
H  -0.1549  1.9527  -1.1545  0.130
H  -2.1436  0.1106  -1.4316  0.110
H  -2.4444  1.8474  -1.2922  0.125
H  -2.7325  1.6309  1.1471  0.145
H  -2.2659  -0.2809  2.3084  0.116
H  -1.5899  -0.9524  0.8284  0.101
H  -3.2003  -2.5291  1.6044  0.112
H  -4.4294  -1.2844  1.8588  0.121
H  -4.7247  -2.6102  -0.3107  0.110
H  -3.2097  -1.8965  -0.8583  0.110
H  -4.7751  -0.3054  -1.6907  0.128
H  -5.9006  -0.5717  -0.3721  0.125
H  1.9376  -2.0882  -0.6564  0.118
H  4.3159  -2.1368  0.0092  0.116



3.
The following is a DFT calculation (ωB97M-V/def2-TZVPD) of a structure of composition C17H23BaN2O5.

Computed properties:
ΔE to the lowest compared entry with this formula, charge and spin	0.0	kcal per mole
Kohn-Sham gap	6.13	eV
charge	-1
total energy	-1172.91652	Ha

Each line ends with the Löwdin charge.
CARTESIAN COORDINATES (ANGSTROEM)
Ba  0.6861  -0.1796  1.2289  1.899
C  -2.7065  -2.0142  3.6325  -0.092
C  -1.4075  -1.4022  4.1958  -0.724
C  -1.1153  -2.0185  5.5565  -0.101
O  -0.3704  -1.4862  3.3309  -0.512
H  -3.0293  -1.5744  2.6903  0.037
H  -3.5222  -2.0273  4.3639  0.060
H  -2.4876  -3.0729  3.4185  0.075
H  -1.6842  -0.3236  4.3996  0.107
H  -1.9444  -1.8778  6.2657  0.062
H  -0.2523  -1.5531  6.0333  0.063
H  -0.9812  -3.1010  5.4586  0.072
C  3.9572  2.3540  -1.2195  -0.007
C  2.9155  1.5898  -0.7853  -0.410
C  1.9628  0.9770  -1.8381  -0.410
O  0.9506  0.3344  -1.4066  -0.272
C  2.3012  1.0692  -3.1555  -0.032
C  3.4638  1.7542  -3.6257  -0.375
C  4.2993  2.5392  -2.5955  -0.378
O  5.1886  3.2860  -2.9718  0.032
O  3.8401  1.6992  -4.7875  0.026
O  2.5782  1.4199  0.4403  -0.333
H  4.5675  2.8727  -0.4869  0.106
H  1.6395  0.6306  -3.8956  0.101
C  -3.2496  3.7038  0.9568  -0.107
C  -4.4207  2.7419  0.9626  -0.258
C  -4.1004  1.4243  1.6752  -0.175
C  -2.9724  0.7399  1.0593  -0.210
N  -2.0861  0.1898  0.5786  0.089
H  -3.5636  4.6839  0.5953  0.073
H  -2.4325  3.3638  0.3176  0.078
H  -2.8281  3.8537  1.9532  0.080
H  -4.7622  2.5193  -0.0489  0.113
H  -5.2550  3.2208  1.4798  0.107
H  -4.9556  0.7489  1.7049  0.124
H  -3.8182  1.6100  2.7158  0.127
C  3.1058  -2.1236  -4.4266  -0.100
C  2.7005  -2.5253  -3.0151  -0.253
C  1.1867  -2.5261  -2.8349  -0.182
C  0.8040  -2.6035  -1.4378  -0.218
N  0.4584  -2.5801  -0.3432  0.057
H  2.5973  -2.7405  -5.1775  0.072
H  4.1787  -2.2270  -4.5671  0.075
H  2.8075  -1.0920  -4.6191  0.053
H  3.1827  -1.8158  -2.3407  0.112
H  3.0840  -3.5254  -2.7914  0.108
H  0.7157  -3.3360  -3.3968  0.123
H  0.7738  -1.6003  -3.2469  0.117



4.
The following is a DFT calculation (ωB97M-V/def2-TZVPD) of a structure of composition C17H23Br21INO3S.

Computed properties:
Kohn-Sham gap	9.07	eV
total energy	-55692.12548	Ha

Each line ends with the Löwdin charge.
CARTESIAN COORDINATES (ANGSTROEM)
C  -0.1896  1.5360  -1.5745  -0.155
C  0.9039  1.3918  -0.4893  -0.300
C  0.5005  0.3446  0.5482  -0.640
I  0.4362  -1.5593  -0.4841  0.964
C  1.2912  0.3686  1.9090  -0.664
S  0.1252  1.0159  3.1717  0.873
C  1.7552  -0.9972  2.4358  -0.159
C  3.1181  -1.1563  1.8090  -0.498
O  3.8396  -2.1240  1.8024  0.098
O  3.4814  0.0555  1.2060  -0.046
C  2.7007  0.9951  1.9824  -0.325
N  2.9572  2.3425  1.5822  -0.051
C  4.2881  2.5648  0.9816  -0.003
C  2.6696  3.3535  2.5342  -0.465
C  2.8347  3.0942  4.0039  -0.002
O  2.3989  4.4757  2.1280  0.080
H  -0.4518  2.5856  -1.6743  0.032
H  0.1585  1.2158  -2.5514  0.045
H  -1.1056  1.0165  -1.3026  0.039
H  1.8241  1.0576  -0.9669  0.090
H  1.0569  2.3512  -0.0103  0.096
H  -0.5420  0.4993  0.7941  0.039
H  -0.4165  2.0117  2.4646  -0.104
H  1.0860  -1.8329  2.2716  0.089
H  1.8606  -0.9064  3.5192  0.124
H  3.0237  0.8051  3.0145  0.143
H  4.4126  1.9196  0.1222  0.087
H  5.0886  2.4137  1.7082  0.100
H  4.3214  3.5956  0.6404  0.096
H  2.3273  2.2056  4.3545  0.036
H  3.8987  2.9845  4.2237  0.100
H  2.4667  3.9695  4.5289  0.093
C  -0.0279  6.7250  0.2903  -1.636
Br  -0.8925  7.8074  1.6232  0.576
Br  -1.1745  5.3050  -0.3181  0.577
Br  0.6133  7.7749  -1.1862  0.553
H  0.8232  6.2600  0.7564  -0.054
C  1.7476  7.6069  -5.2170  -1.646
Br  2.3807  9.0143  -4.0691  0.547
Br  2.4251  5.8946  -4.6652  0.566
Br  -0.1705  7.6043  -5.3294  0.567
H  2.1304  7.8029  -6.2067  -0.032
C  -3.4715  -4.1257  -1.3934  -1.625
Br  -3.7550  -2.2366  -1.1789  0.551
Br  -2.0806  -4.4912  -2.6683  0.550
Br  -3.1323  -4.9899  0.2915  0.562
H  -4.3850  -4.5405  -1.7911  -0.029
C  -2.4086  -0.1334  -4.9545  -1.616
Br  -3.7513  -1.2406  -5.7757  0.576
Br  -3.2038  1.2200  -3.8442  0.589
Br  -1.1298  -1.1920  -3.9864  0.507
H  -1.8807  0.3730  -5.7480  -0.028
C  -3.6399  -8.8941  1.5402  -1.653
Br  -3.0018  -7.6977  2.9027  0.553
Br  -2.7216  -10.5807  1.5880  0.584
Br  -5.5463  -9.1108  1.6412  0.566
H  -3.4226  -8.4344  0.5872  -0.043
C  4.1819  -2.5994  -2.8173  -1.616
Br  2.6506  -2.3467  -3.9640  0.539
Br  5.8261  -2.2733  -3.7627  0.576
Br  4.0460  -1.5386  -1.2269  0.671
H  4.1858  -3.6371  -2.5202  -0.026
C  -8.5664  -7.0395  3.3937  -1.667
Br  -9.1683  -5.7455  4.6805  0.576
Br  -9.8882  -8.4000  3.0807  0.569
Br  -8.0136  -6.2058  1.7540  0.544
H  -7.6978  -7.5279  3.8106  -0.044